The following is a DFT calculation (ωB97M-V/def2-TZVPD) of a single C18H26F3N5O2 molecule.

## Properties
**SMILES string**: CNc1nc(NCCO[C@]23C[C@H]4C[C@H](C[C@H](C4)C2)C3)nc(OCC(F)(F)F)n1
**Energy above the lowest of the compared OMol25 structures with the same formula, charge and spin**: 7.0 kJ/mol
**Kohn-Sham gap**: 9.4946 eV
**HOMO energy**: -0.328 Eh

Atoms and positions in Å:
1 C 3.36 -5.10 -0.25
2 N 4.32 -4.04 -0.25
3 C 4.02 -2.74 -0.10
4 N 2.75 -2.38 0.07
5 C 2.55 -1.07 0.21
6 N 1.29 -0.66 0.36
7 C 0.89 0.70 0.57
8 C -0.30 0.73 1.55
9 O -1.31 -0.17 1.16
10 C -2.47 0.33 0.48
11 C -2.14 1.13 -0.78
12 C -3.44 1.51 -1.50
13 C -4.20 0.25 -1.89
14 C -4.54 -0.55 -0.63
15 C -5.40 0.29 0.30
16 C -4.64 1.56 0.69
17 C -4.31 2.36 -0.57
18 C -3.35 1.18 1.41
19 C -3.24 -0.93 0.08
20 N 3.52 -0.14 0.19
21 C 4.74 -0.63 0.01
22 O 5.77 0.24 -0.02
23 C 5.42 1.59 0.13
24 C 6.67 2.42 -0.13
25 F 7.15 2.26 -1.36
26 F 6.38 3.73 0.00
27 F 7.66 2.16 0.73
28 N 5.07 -1.89 -0.14
29 H 2.38 -4.65 -0.09
30 H 3.36 -5.63 -1.21
31 H 3.57 -5.81 0.55
32 H 5.30 -4.25 -0.38
33 H 0.56 -1.36 0.40
34 H 0.61 1.16 -0.39
35 H 1.74 1.26 0.98
36 H 0.04 0.38 2.53
37 H -0.67 1.75 1.65
38 H -1.60 2.04 -0.52
39 H -1.52 0.53 -1.44
40 H -3.20 2.08 -2.40
41 H -3.60 -0.36 -2.57
42 H -5.12 0.52 -2.42
43 H -5.08 -1.47 -0.91
44 H -5.66 -0.28 1.19
45 H -6.34 0.56 -0.21
46 H -5.26 2.16 1.36
47 H -3.78 3.27 -0.30
48 H -5.23 2.65 -1.08
49 H -2.82 2.08 1.71
50 H -3.57 0.60 2.31
51 H -2.61 -1.55 -0.57
52 H -3.46 -1.51 0.98
53 H 4.64 1.88 -0.59
54 H 5.06 1.80 1.14

=====

The following is a DFT calculation (ωB97M-V/def2-TZVPD) of a single C3H11NSi2 molecule.

## Properties
**SMILES string**: C=[Si](C[SiH3])NC
**Energy above the lowest of the compared OMol25 structures with the same formula, charge and spin**: 149.4 kJ/mol
**Kohn-Sham gap**: 8.4253 eV
**HOMO energy**: -0.294 Eh

Atoms and positions in Å:
1 C 0.19 2.68 -0.59
2 Si 0.06 0.87 -0.46
3 C 1.66 -0.06 -1.00
4 Si 2.53 -1.05 0.32
5 N -1.32 -0.26 -0.48
6 C -2.69 0.10 -0.13
7 H -0.77 3.20 -0.23
8 H 0.97 3.14 0.01
9 H 2.29 0.77 -0.94
10 H 1.80 -0.53 -1.95
11 H 3.96 -0.48 0.26
12 H 2.34 -2.43 0.38
13 H 1.66 -0.64 1.78
14 H -1.17 -0.95 -1.29
15 H -3.03 1.15 -0.32
16 H -3.43 -0.62 -0.40
17 H -2.67 0.07 0.99

=====

The following is a DFT calculation (ωB97M-V/def2-TZVPD) of a single C5H8N2S molecule.

## Properties
**SMILES string**: CNn1ccc(S)c1
**Energy above the lowest of the compared OMol25 structures with the same formula, charge and spin**: 263.1 kJ/mol
**Kohn-Sham gap**: 9.1829 eV
**HOMO energy**: -0.304 Eh

Atoms and positions in Å:
1 C -3.14 -0.53 0.68
2 N -2.32 -0.56 -0.53
3 N -1.07 0.06 -0.45
4 C -0.74 1.40 -0.02
5 C 0.64 1.52 0.12
6 C 1.16 0.16 -0.01
7 S 2.86 -0.53 0.03
8 C 0.05 -0.70 -0.19
9 H -2.76 -1.25 1.42
10 H -3.08 0.38 1.31
11 H -4.14 -0.91 0.34
12 H -2.87 0.02 -1.27
13 H -1.34 2.22 0.00
14 H 1.26 2.41 0.07
15 H 3.09 -0.27 1.42
16 H 0.03 -1.74 -0.40

=====

The following is a DFT calculation (ωB97M-V/def2-TZVPD) of a molecular structure, C3H8CsO.

## Properties
**Charge**: +1
**Energy above the lowest of the compared OMol25 structures with the same formula, charge and spin**: 4.8 kJ/mol
**Kohn-Sham gap**: 10.4424 eV
**HOMO energy**: -0.517 Eh

Atoms and positions in Å:
1 Cs -2.03 -3.33 0.27
2 C 0.63 1.32 -0.59
3 C 0.37 -0.11 -0.18
4 C -0.27 -0.21 1.19
5 O -0.54 -0.77 -1.10
6 H 1.39 1.77 0.06
7 H -0.28 1.92 -0.51
8 H 0.99 1.38 -1.62
9 H 1.31 -0.66 -0.16
10 H -1.28 0.20 1.19
11 H 0.34 0.30 1.94
12 H -0.35 -1.26 1.50
13 H -0.28 -0.55 -2.00

=====

The following is a DFT calculation (ωB97M-V/def2-TZVPD) of a molecular structure, CH2F6N3P3.

## Properties
**Energy above the lowest of the compared OMol25 structures with the same formula, charge and spin**: 79.6 kJ/mol
**Kohn-Sham gap**: 9.1874 eV
**HOMO energy**: -0.369 Eh

Atoms and positions in Å:
1 C -2.88 -0.16 -0.17
2 N -1.86 0.49 0.06
3 N 2.36 0.43 -0.87
4 N 0.29 -1.22 0.16
5 F 2.46 1.69 1.19
6 F 1.94 2.88 -0.76
7 F -0.11 0.97 1.98
8 F -1.21 -1.08 2.12
9 F 0.93 -1.22 -2.28
10 F 2.34 -2.29 -0.75
11 P 1.47 1.51 -0.05
12 P -0.59 -0.18 0.92
13 P 1.51 -0.96 -0.80
14 H -2.96 -1.35 -0.20
15 H -3.70 0.49 -0.56

=====

The following is a DFT calculation (ωB97M-V/def2-TZVPD) of a molecular structure, C44H63FeNO2P2SSi.

## Properties
**Charge**: +1
**2S+1**: 2
**Energy above the lowest of the compared OMol25 structures with the same formula, charge and spin**: 0.0 kJ/mol
**Kohn-Sham gap (spin up / spin down)**: 6.5501 / 7.9724 eV
**HOMO energy (spin up / spin down)**: -0.390 / -0.391 Eh

Atoms and positions in Å:
1 Fe -0.41 0.55 -0.15
2 C -1.67 2.46 2.75
3 Si -0.63 1.00 2.17
4 C -1.48 -0.48 2.98
5 C -1.68 -0.52 4.36
6 C -2.46 -1.50 4.95
7 C -3.07 -2.46 4.15
8 C -2.88 -2.44 2.78
9 C -2.08 -1.46 2.19
10 P -1.75 -1.35 0.41
11 C -1.22 -3.00 -0.27
12 C -1.96 -4.29 0.17
13 C -1.39 -5.01 1.39
14 C 0.11 -5.23 1.26
15 C 0.78 -3.88 1.04
16 C 0.29 -3.23 -0.25
17 C -3.31 -1.04 -0.60
18 C -3.85 0.38 -0.45
19 C -4.76 0.57 0.76
20 C -5.95 -0.38 0.67
21 C -5.48 -1.83 0.58
22 C -4.50 -2.02 -0.59
23 C 1.09 1.28 2.89
24 C 1.27 1.67 4.23
25 C 2.54 1.87 4.74
26 C 3.65 1.69 3.93
27 C 3.49 1.33 2.60
28 C 2.20 1.15 2.08
29 P 1.89 0.75 0.34
30 C 3.20 -0.47 -0.09
31 C 3.26 -1.60 0.94
32 C 4.36 -2.60 0.59
33 C 4.19 -3.15 -0.82
34 C 4.18 -2.01 -1.83
35 C 3.06 -1.02 -1.52
36 C 2.46 2.22 -0.67
37 C 3.88 2.74 -0.35
38 C 3.83 4.02 0.48
39 C 3.21 5.15 -0.34
40 C 2.06 4.65 -1.23
41 C 1.45 3.37 -0.66
42 H -1.67 2.45 3.84
43 H -2.71 2.38 2.44
44 H -1.27 3.43 2.44
45 H -1.22 0.23 5.00
46 H -2.60 -1.52 6.02
47 H -3.70 -3.22 4.60
48 H -3.36 -3.19 2.18
49 H -1.50 -2.81 -1.32
50 H -1.88 -4.97 -0.68
51 H -3.02 -4.11 0.31
52 H -1.91 -5.97 1.49
53 H -1.58 -4.46 2.31
54 H 0.32 -5.88 0.40
55 H 0.50 -5.72 2.14
56 H 1.87 -4.02 1.00
57 H 0.58 -3.23 1.90
58 H 0.53 -3.90 -1.08
59 H 0.80 -2.29 -0.44
60 H -2.85 -1.10 -1.59
61 H -4.42 0.62 -1.35
62 H -3.01 1.07 -0.42
63 H -5.11 1.60 0.81
64 H -4.21 0.37 1.69
65 H -6.53 -0.13 -0.23
66 H -6.62 -0.25 1.52
67 H -6.33 -2.49 0.44
68 H -5.01 -2.10 1.52
69 H -5.05 -1.81 -1.51
70 H -4.18 -3.05 -0.66
71 H 0.42 1.80 4.88
72 H 2.66 2.16 5.78
73 H 4.65 1.84 4.33
74 H 4.37 1.20 1.99
75 H 4.14 0.09 -0.05
76 H 2.29 -2.10 0.95
77 H 3.41 -1.21 1.94
78 H 4.36 -3.41 1.33
79 H 5.33 -2.10 0.67
80 H 3.25 -3.71 -0.89
81 H 4.99 -3.86 -1.05
82 H 4.06 -2.39 -2.84
83 H 5.15 -1.49 -1.80
84 H 2.10 -1.52 -1.63
85 H 3.07 -0.20 -2.24
86 H 2.45 1.80 -1.69
87 H 4.38 2.96 -1.29
88 H 4.49 1.98 0.14
89 H 4.83 4.30 0.80
90 H 3.25 3.84 1.39
91 H 3.98 5.60 -0.97
92 H 2.86 5.94 0.32
93 H 2.42 4.44 -2.24
94 H 1.29 5.41 -1.32
95 H 0.58 3.07 -1.25
96 H 1.12 3.56 0.37
97 O -0.42 2.82 -8.49
98 C -1.09 3.19 -7.37
99 O -1.83 4.13 -7.40
100 C -0.85 2.38 -6.14
101 C -0.35 1.08 -6.14
102 C -0.18 0.38 -4.96
103 C -0.51 0.98 -3.74
104 S -0.28 0.03 -2.27
105 C -1.01 2.28 -3.74
106 C -1.18 2.97 -4.92
107 H 0.20 2.11 -8.30
108 H -0.12 0.57 -7.07
109 H 0.19 -0.63 -4.97
110 H -1.26 2.75 -2.80
111 H -1.58 3.97 -4.93
112 N -1.46 2.55 -0.17
113 H -1.76 2.75 -1.12
114 H -0.86 3.31 0.13
115 H -2.29 2.59 0.42

=====

The following is a DFT calculation (ωB97M-V/def2-TZVPD) of a single CH2N4O molecule.

## Properties
**Energy above the lowest of the compared OMol25 structures with the same formula, charge and spin**: 452.9 kJ/mol
**Kohn-Sham gap**: 8.9250 eV
**HOMO energy**: -0.337 Eh

Atoms and positions in Å:
1 N -1.44 0.26 0.17
2 C -0.18 0.31 -0.19
3 N 0.78 0.91 -0.88
4 O 1.91 0.12 -0.56
5 N 1.62 -0.86 0.27
6 N 0.39 -0.76 0.50
7 H -2.12 0.93 -0.16
8 H -0.77 -0.91 0.91

=====

The following is a DFT calculation (ωB97M-V/def2-TZVPD) of 2 unconnected molecules or ions with the total composition C3H8N2S.

## Properties
**Energy above the lowest of the compared OMol25 structures with the same formula, charge and spin**: 800.1 kJ/mol
**Kohn-Sham gap**: 8.6186 eV
**HOMO energy**: -0.330 Eh

Atoms and positions in Å:
1 C -0.02 0.08 -1.59
2 C -0.78 -0.67 -0.26
3 C -1.24 0.05 2.93
4 H 2.46 -1.16 -1.63
5 H -0.35 -0.21 -2.59
6 H -0.30 1.10 -1.59
7 H -0.50 -1.71 -0.18
8 H -1.94 -0.88 -0.45
9 H 0.23 -0.21 1.35
10 H -2.04 -0.02 3.75
11 H 0.27 -0.63 2.97
12 N -0.60 0.35 0.77
13 N -1.82 0.48 1.60
14 S 1.95 0.07 -1.54

=====

The following is a DFT calculation (ωB97M-V/def2-TZVPD) of a molecular structure, C12H24AsF6O10SZr.

## Properties
**Charge**: +2
**2S+1**: 2
**Energy above the lowest of the compared OMol25 structures with the same formula, charge and spin**: 32.5 kJ/mol
**Kohn-Sham gap (spin up / spin down)**: 8.5552 / 10.5539 eV
**HOMO energy (spin up / spin down)**: -0.550 / -0.642 Eh

Atoms and positions in Å:
1 Zr -0.36 0.37 0.27
2 C -1.71 -2.67 0.28
3 C -0.84 -2.89 -0.93
4 O -0.48 -1.61 -1.48
5 C -0.76 -1.48 -2.88
6 C -0.46 -0.07 -3.27
7 O 0.38 0.53 -2.38
8 C 1.14 1.67 -2.82
9 C 1.68 2.32 -1.55
10 O 1.84 1.32 -0.53
11 C 2.98 0.47 -0.71
12 C 2.47 -0.96 -0.74
13 O 1.48 -1.11 0.30
14 C 2.04 -1.39 1.61
15 C 1.68 -0.25 2.54
16 O 0.27 -0.05 2.43
17 C -0.54 -0.90 3.29
18 C -1.60 -1.58 2.43
19 O -1.00 -1.73 1.12
20 H -1.84 -3.61 0.82
21 H -2.68 -2.26 0.01
22 H -1.39 -3.49 -1.66
23 H 0.08 -3.41 -0.67
24 H -1.80 -1.74 -3.10
25 H -0.11 -2.18 -3.43
26 H -2.19 0.93 -2.97
27 H -0.36 0.19 -4.32
28 H 0.52 2.37 -3.38
29 H 1.94 1.31 -3.47
30 H 0.96 3.04 -1.15
31 H 2.62 2.83 -1.74
32 H 3.65 0.63 0.14
33 H 3.52 0.70 -1.62
34 H 3.27 -1.68 -0.61
35 H 1.94 -1.16 -1.67
36 H 3.12 -1.53 1.55
37 H 1.58 -2.32 1.96
38 H 2.15 0.69 2.21
39 H 1.98 -0.45 3.56
40 H -1.00 -0.28 4.05
41 H 0.10 -1.64 3.76
42 H -2.52 -1.00 2.35
43 H -1.84 -2.56 2.84
44 O -2.84 1.44 -2.41
45 S -2.48 1.42 -0.92
46 O -3.42 2.16 -0.18
47 O -2.28 -0.01 -0.54
48 O -1.06 1.89 -0.82
49 F 0.38 2.16 1.29
50 As -1.22 2.98 2.08
51 F -0.77 2.08 3.49
52 F -1.78 1.13 1.60
53 F -2.78 3.27 2.59
54 F -1.32 3.82 0.62
55 F -0.37 4.28 2.75

=====

The following is a DFT calculation (ωB97M-V/def2-TZVPD) of 2 unconnected molecules or ions with the total composition C5H10O2.

## Properties
**SMILES string**: C=C[C@@H](O)CC=O.[H][H]
**Energy above the lowest of the compared OMol25 structures with the same formula, charge and spin**: 295.5 kJ/mol
**Kohn-Sham gap**: 10.5142 eV
**HOMO energy**: -0.362 Eh

Atoms and positions in Å:
1 C 1.86 -0.44 -1.14
2 C 1.02 -0.72 -0.15
3 C 0.61 0.26 0.92
4 O 1.45 1.39 0.85
5 C -0.86 0.67 0.73
6 C -1.81 -0.50 0.77
7 O -2.63 -0.75 -0.08
8 H 2.09 -1.18 -1.90
9 H 2.33 0.53 -1.21
10 H 0.56 -1.70 -0.08
11 H 0.71 -0.24 1.90
12 H 1.15 2.03 1.52
13 H -1.15 1.35 1.55
14 H -0.97 1.20 -0.22
15 H -1.73 -1.15 1.67
16 H -1.04 -0.35 -2.82
17 H -1.57 -0.41 -2.31

=====

The following is a DFT calculation (ωB97M-V/def2-TZVPD) of a molecular structure, C20H16AuBrIO2PSe4.

## Properties
**Energy above the lowest of the compared OMol25 structures with the same formula, charge and spin**: 94.3 kJ/mol
**Kohn-Sham gap (spin up / spin down)**: 5.7643 / 5.7670 eV
**HOMO energy (spin up / spin down)**: -0.282 / -0.283 Eh

Atoms and positions in Å:
1 Au 1.03 -0.32 -3.45
2 Se 1.03 -2.65 -2.70
3 Se 0.47 -3.83 -4.62
4 Se 2.19 -3.03 -5.95
5 Se 1.56 -0.87 -5.96
6 O 1.13 3.73 -4.52
7 C 1.05 2.69 -3.91
8 O 1.28 1.52 -4.45
9 C 0.67 2.74 -2.43
10 P 0.48 1.11 -1.63
11 C 1.74 1.07 -0.33
12 C 3.04 1.02 -0.83
13 C 4.13 0.97 0.03
14 C 3.92 0.95 1.40
15 C 2.63 0.98 1.90
16 C 1.54 1.04 1.05
17 C -1.26 1.07 -1.12
18 C -1.78 1.45 0.11
19 C -3.14 1.35 0.36
20 C -4.00 0.88 -0.62
21 C -3.50 0.52 -1.86
22 C -2.14 0.61 -2.11
23 H -0.26 3.30 -2.34
24 H 1.44 3.31 -1.91
25 H 3.21 1.03 -1.90
26 H 5.13 0.94 -0.38
27 H 4.77 0.89 2.07
28 H 2.47 0.96 2.97
29 H 0.56 1.05 1.48
30 H -1.14 1.87 0.88
31 H -3.52 1.65 1.33
32 H -5.06 0.80 -0.41
33 H -4.16 0.16 -2.63
34 H -1.76 0.30 -3.08
35 Br 0.37 -4.91 2.51
36 C -0.53 -3.45 3.28
37 C -0.84 -3.52 4.63
38 C -1.49 -2.47 5.26
39 C -1.85 -1.35 4.53
40 C -1.55 -1.28 3.18
41 C -0.89 -2.33 2.54
42 I -0.49 -2.13 0.52
43 H -0.55 -4.40 5.19
44 H -1.72 -2.54 6.31
45 H -2.37 -0.53 5.01
46 H -1.84 -0.41 2.60

=====

For reference, energy by record: -38788.933, -20531.668, -19127.694, -5831.074, -49716.987, -123911.019, -9071.604, -17048.438, -122555.262, -9439.980, -377605.244 eV.
For reference, max |F| by record: 0.0124, 0.0784, 0.0682, 0.0089, 0.0743, 0.0131, 0.0090, 0.2105, 0.0797, 0.0110, 0.0335 hartree/bohr.